{
  "formula": "C63H132N7O25V",
  "method": "wB97M-V/def2-TZVPD",
  "total_charge": 0,
  "orbital_gap_ev": 3.21,
  "symbols": ["O", "V", "O", "C", "C", "C", "C", "C", "C", "N", "O", "C", "C", "C", "H", "H", "H", "H", "H", "H", "H", "H", "H", "H", "H", "H", "H", "H", "H", "H", "H", "H", "C", "C", "O", "C", "O", "O", "H", "H", "H", "H", "C", "C", "O", "C", "O", "O", "H", "H", "H", "H", "C", "C", "O", "C", "O", "O", "H", "H", "H", "H", "C", "C", "O", "C", "O", "O", "H", "H", "H", "H", "C", "C", "C", "C", "C", "C", "N", "O", "C", "C", "C", "H", "H", "H", "H", "H", "H", "H", "H", "H", "H", "H", "H", "H", "H", "H", "H", "H", "H", "H", "C", "C", "C", "C", "C", "C", "N", "O", "C", "C", "C", "H", "H", "H", "H", "H", "H", "H", "H", "H", "H", "H", "H", "H", "H", "H", "H", "H", "H", "H", "C", "O", "C", "C", "N", "C", "C", "O", "C", "H", "H", "H", "H", "H", "H", "H", "H", "H", "H", "H", "H", "H", "H", "H", "C", "O", "C", "C", "N", "C", "C", "O", "C", "H", "H", "H", "H", "H", "H", "H", "H", "H", "H", "H", "H", "H", "H", "H", "C", "O", "C", "C", "N", "C", "C", "O", "C", "H", "H", "H", "H", "H", "H", "H", "H", "H", "H", "H", "H", "H", "H", "H", "C", "O", "C", "C", "N", "C", "C", "O", "C", "H", "H", "H", "H", "H", "H", "H", "H", "H", "H", "H", "H", "H", "H", "H"],
  "positions_angstrom": [[1.892, -4.429, 2.154], [2.992, -5.171, 1.233], [2.764, -6.747, 1.263], [1.304, -0.236, -3.902], [1.021, -0.890, -2.422], [-0.282, -0.182, -1.898], [-1.643, -0.765, -2.610], [-1.655, -2.352, -2.433], [-0.330, -3.029, -2.933], [0.913, -2.362, -2.350], [2.097, -3.083, -2.751], [-0.313, -3.165, -4.409], [-0.426, -4.466, -2.281], [2.168, -0.346, -1.503], [0.396, -0.197, -4.504], [2.199, -0.535, -4.449], [1.473, 0.824, -3.712], [-0.146, 0.885, -2.069], [-0.213, -0.425, -0.838], [-1.770, -0.544, -3.669], [-2.574, -0.407, -2.169], [-2.438, -2.823, -3.027], [-1.746, -2.682, -1.398], [-1.035, -2.548, -4.944], [-0.398, -4.169, -4.824], [0.585, -2.618, -4.696], [-0.468, -4.467, -1.192], [0.403, -5.105, -2.584], [-1.348, -4.980, -2.553], [2.110, -0.662, -0.462], [2.221, 0.742, -1.464], [3.130, -0.611, -1.943], [0.470, 3.943, -10.964], [1.056, 3.791, -12.348], [2.095, 4.757, -12.300], [2.452, 5.014, -10.993], [3.390, 5.771, -10.578], [1.554, 4.363, -10.246], [-0.088, 3.140, -10.484], [-0.285, 4.728, -11.015], [0.404, 4.056, -13.180], [1.459, 2.782, -12.435], [11.130, 0.573, -3.959], [10.255, 1.781, -3.694], [11.105, 2.842, -4.067], [12.107, 2.485, -4.744], [12.944, 3.229, -5.230], [12.161, 1.173, -4.727], [10.727, -0.160, -4.658], [11.274, 0.076, -2.999], [10.069, 1.586, -2.638], [9.299, 1.923, -4.197], [-7.505, -1.220, 4.784], [-8.944, -1.612, 4.947], [-9.512, -0.670, 4.071], [-8.616, 0.353, 3.855], [-8.800, 1.453, 3.377], [-7.567, 0.035, 4.441], [-6.882, -1.634, 3.991], [-7.002, -1.363, 5.740], [-9.444, -1.541, 5.913], [-9.084, -2.574, 4.453], [-9.481, -9.649, -3.306], [-7.991, -9.361, -3.183], [-7.909, -8.538, -1.953], [-9.083, -8.383, -1.352], [-9.306, -7.620, -0.370], [-10.038, -9.197, -2.115], [-9.608, -10.730, -3.358], [-9.958, -9.143, -4.146], [-7.718, -8.727, -4.027], [-7.271, -10.178, -3.127], [0.005, 5.341, 5.377], [-0.639, 4.680, 6.650], [0.615, 4.705, 7.610], [0.261, 4.134, 9.058], [-0.751, 4.980, 9.648], [-1.987, 5.203, 8.681], [-1.605, 5.508, 7.297], [-2.784, 5.735, 6.603], [-3.047, 4.107, 8.838], [-2.712, 6.425, 9.284], [-1.087, 3.261, 6.274], [-0.690, 5.249, 4.542], [0.983, 5.034, 5.006], [0.041, 6.416, 5.554], [1.558, 4.279, 7.268], [0.924, 5.730, 7.819], [1.167, 4.237, 9.655], [-0.105, 3.129, 8.848], [-0.389, 5.922, 10.060], [-1.087, 4.507, 10.570], [-3.197, 3.904, 9.898], [-3.991, 4.356, 8.353], [-2.658, 3.118, 8.594], [-2.053, 7.290, 9.214], [-3.632, 6.764, 8.807], [-2.992, 6.267, 10.325], [-0.152, 2.756, 6.030], [-1.657, 3.296, 5.346], [-1.548, 2.568, 6.978], [-3.223, 4.912, 6.829], [-2.756, -8.761, 7.993], [-1.252, -9.224, 8.005], [-0.450, -7.909, 8.451], [0.942, -8.189, 8.989], [0.837, -9.299, 10.019], [0.005, -10.627, 9.769], [-1.226, -10.244, 9.063], [-1.967, -11.378, 8.663], [0.975, -11.442, 8.984], [-0.277, -11.318, 11.105], [-0.757, -9.751, 6.606], [-3.384, -9.629, 7.792], [-3.064, -8.022, 7.253], [-2.905, -8.404, 9.012], [-0.193, -7.293, 7.589], [-0.983, -7.301, 9.183], [1.447, -7.384, 9.523], [1.575, -8.460, 8.144], [0.233, -8.826, 10.792], [1.797, -9.486, 10.501], [1.803, -11.684, 9.650], [0.412, -12.360, 8.813], [1.307, -11.129, 7.993], [-1.180, -10.999, 11.626], [-0.603, -12.331, 10.869], [0.555, -11.160, 11.791], [-1.041, -10.783, 6.400], [0.317, -9.642, 6.452], [-1.320, -9.161, 5.882], [-2.824, -11.271, 9.082], [14.815, 9.019, 6.797], [13.598, 9.438, 6.207], [13.235, 10.671, 6.725], [11.928, 11.059, 5.946], [10.886, 10.082, 6.168], [9.784, 9.944, 5.173], [9.162, 8.610, 5.289], [10.171, 7.611, 5.024], [9.738, 6.215, 4.777], [15.036, 8.118, 6.224], [14.530, 8.471, 7.695], [15.584, 9.781, 6.919], [14.027, 11.351, 6.411], [13.099, 10.853, 7.791], [12.067, 11.237, 4.879], [11.636, 12.055, 6.279], [11.415, 9.222, 6.180], [10.127, 10.011, 4.141], [9.036, 10.734, 5.234], [8.283, 8.446, 4.665], [8.912, 8.534, 6.347], [9.264, 6.116, 3.801], [9.145, 5.668, 5.509], [10.654, 5.632, 4.677], [4.338, 8.413, -3.391], [3.454, 9.502, -3.275], [2.374, 9.397, -2.442], [1.406, 10.645, -2.313], [0.404, 10.880, -3.425], [0.781, 11.756, -4.554], [0.333, 13.276, -4.287], [-1.135, 13.494, -4.135], [-1.501, 14.810, -4.045], [4.972, 8.767, -4.204], [3.748, 7.567, -3.745], [4.720, 8.094, -2.421], [2.766, 8.983, -1.513], [1.596, 8.696, -2.745], [2.118, 11.443, -2.101], [0.802, 10.413, -1.436], [-0.119, 10.085, -3.764], [0.407, 11.397, -5.513], [1.864, 11.743, -4.680], [0.746, 13.888, -5.089], [0.909, 13.633, -3.434], [-2.547, 15.091, -3.923], [-1.021, 15.301, -4.892], [-1.050, 15.307, -3.186], [-10.066, -0.831, -4.752], [-11.270, -0.152, -4.780], [-10.985, 1.250, -5.053], [-11.038, 1.632, -6.513], [-12.182, 0.944, -7.105], [-12.156, 1.030, -8.572], [-11.301, -0.095, -9.174], [-11.609, -1.400, -8.827], [-12.914, -1.866, -8.972], [-9.646, -0.789, -3.747], [-9.286, -0.369, -5.358], [-10.341, -1.884, -4.811], [-10.187, 1.663, -4.436], [-11.888, 1.673, -4.613], [-10.163, 1.113, -6.905], [-10.876, 2.698, -6.673], [-12.289, 0.012, -6.731], [-11.824, 1.966, -9.021], [-13.185, 0.875, -8.897], [-10.232, -0.018, -8.979], [-11.448, 0.068, -10.242], [-13.301, -1.994, -9.983], [-13.683, -1.377, -8.374], [-12.734, -2.881, -8.616], [-0.028, -12.148, -5.593], [0.218, -11.660, -6.885], [1.200, -10.597, -6.910], [2.676, -11.237, -6.721], [3.728, -10.418, -7.322], [4.238, -9.206, -6.712], [3.982, -7.995, -7.746], [2.632, -8.174, -8.183], [2.215, -7.189, -9.126], [-0.883, -12.823, -5.546], [-0.206, -11.274, -4.967], [0.857, -12.652, -5.207], [0.910, -9.762, -6.273], [1.084, -10.162, -7.902], [2.768, -12.154, -7.303], [2.901, -11.427, -5.671], [3.399, -10.042, -8.200], [5.214, -9.389, -6.263], [3.660, -9.039, -5.803], [4.706, -8.154, -8.546], [4.156, -7.037, -7.258], [1.127, -7.165, -9.183], [2.753, -7.147, -10.073], [2.470, -6.230, -8.674]],
  "lowdin_charge": [-0.449, 0.973, -0.432, -0.021, -0.458, -0.098, -0.112, -0.130, -0.486, -0.053, -0.107, -0.043, -0.049, -0.054, 0.063, 0.078, 0.066, 0.106, 0.108, 0.085, 0.090, 0.113, 0.105, 0.081, 0.093, 0.071, 0.076, 0.073, 0.082, 0.079, 0.078, 0.074, -0.169, -0.121, 0.045, -0.448, 0.088, 0.066, 0.140, 0.131, 0.137, 0.131, -0.111, -0.105, 0.117, -0.646, 0.137, 0.084, 0.133, 0.129, 0.126, 0.137, -0.190, -0.109, 0.057, -0.591, 0.147, 0.118, 0.151, 0.142, 0.140, 0.136, -0.179, -0.065, 0.050, -0.415, 0.092, 0.005, 0.128, 0.130, 0.123, 0.129, -0.038, -0.496, -0.115, -0.187, -0.168, -0.470, -0.128, 0.012, -0.045, -0.054, -0.030, 0.071, 0.081, 0.084, 0.110, 0.113, 0.115, 0.109, 0.120, 0.118, 0.090, 0.090, 0.067, 0.086, 0.080, 0.086, 0.086, 0.081, 0.063, 0.065, -0.039, -0.441, -0.126, -0.205, -0.149, -0.520, -0.117, -0.021, -0.052, -0.029, -0.017, 0.069, 0.081, 0.079, 0.114, 0.111, 0.114, 0.102, 0.111, 0.116, 0.091, 0.080, 0.083, 0.082, 0.080, 0.088, 0.076, 0.066, 0.074, 0.098, -0.098, -0.195, -0.237, -0.210, -0.046, -0.214, -0.234, -0.203, -0.074, 0.090, 0.087, 0.095, 0.113, 0.125, 0.109, 0.105, 0.083, 0.114, 0.120, 0.123, 0.120, 0.075, 0.077, 0.077, -0.093, -0.202, -0.267, -0.148, -0.062, -0.178, -0.149, -0.189, -0.175, 0.099, 0.082, 0.086, 0.114, 0.105, 0.112, 0.104, 0.098, 0.108, 0.103, 0.102, 0.106, 0.088, 0.079, 0.077, -0.143, -0.189, -0.214, -0.214, -0.049, -0.192, -0.247, -0.180, -0.122, 0.080, 0.089, 0.095, 0.125, 0.119, 0.095, 0.128, 0.099, 0.120, 0.102, 0.120, 0.113, 0.087, 0.086, 0.094, -0.131, -0.214, -0.167, -0.156, -0.107, -0.184, -0.171, -0.234, -0.089, 0.087, 0.082, 0.077, 0.111, 0.104, 0.114, 0.107, 0.079, 0.102, 0.102, 0.117, 0.116, 0.092, 0.089, 0.076]
}